Density functional theory data (wB97M-V/def2-TZVPD) for 15 unconnected molecules or ions with the total composition C67H178N14O19.

The geometry in XYZ format:
```
278
Properties=species:S:1:pos:R:3:forces:R:3:mulliken_charge:R:1
C 2.613 6.916 -5.357 1.0008 0.3390 1.2897 -1.280
C 3.998 7.522 -5.657 -0.4891 0.1948 -1.5019 0.612
C 4.366 8.746 -4.837 0.0934 0.1654 0.6689 -1.230
O 4.976 6.491 -5.699 -0.0662 -0.2675 0.6647 -0.546
H 2.350 6.067 -5.987 0.0454 0.3512 -0.1979 0.314
H 1.869 7.712 -5.327 -0.1101 -0.1109 -0.4897 0.354
H 2.639 6.561 -4.327 -0.0194 -0.2938 0.1456 0.330
H 3.925 7.888 -6.681 -0.0914 0.2065 -0.3474 0.142
H 5.334 9.198 -5.054 0.2009 -0.3636 -0.5361 0.353
H 4.425 8.569 -3.763 -0.3774 -0.2094 0.1148 0.300
H 3.653 9.545 -5.039 -0.2291 -0.0803 0.1627 0.335
H 5.760 6.834 -6.133 0.0420 0.0604 0.0299 0.317
C -2.844 0.194 -4.795 -0.1713 0.6170 0.2778 -0.738
O -2.451 1.111 -3.770 0.4849 -0.0964 -1.1032 -0.347
C -1.171 0.857 -3.224 -0.8871 0.1705 1.7830 -0.222
C -0.942 1.860 -2.015 0.2227 0.0865 -1.9457 -0.778
N 0.237 1.576 -1.250 -0.4061 -0.0312 1.2583 -0.295
C 0.085 0.413 -0.415 1.6630 -1.1620 -0.2066 -0.355
C 1.363 0.286 0.439 -1.2475 -0.0239 0.9543 -0.595
O 1.393 -0.985 1.079 0.5341 -0.4824 -0.0158 -0.309
C 2.752 -1.341 1.407 -0.8636 1.0170 -0.2831 -0.669
H -3.798 0.599 -5.132 -0.1181 -0.5033 0.0117 0.246
H -2.895 -0.839 -4.451 -0.3917 -0.0574 0.4613 0.304
H -2.203 0.120 -5.674 0.5401 0.6021 0.0010 0.304
H -0.351 0.792 -3.940 0.0351 0.5310 -0.2903 0.339
H -1.256 -0.131 -2.771 0.3606 -0.3754 0.1568 0.266
H -1.846 1.854 -1.406 0.1517 -0.3586 0.2439 0.303
H -0.862 2.902 -2.325 -0.0950 -0.0392 -0.6337 0.335
H 1.101 1.437 -1.753 -0.2213 0.4275 -0.6255 0.268
H 0.101 -0.488 -1.029 -0.3208 -0.4782 -0.0608 0.182
H -0.850 0.384 0.145 0.1992 0.3838 0.2486 0.335
H 1.324 1.059 1.206 0.1704 0.2402 0.1968 0.270
H 2.276 0.467 -0.128 -0.0378 -0.1391 -0.4773 0.371
H 2.818 -2.160 2.124 -0.3847 -0.0307 -0.2423 0.241
H 3.181 -0.446 1.858 0.5112 -0.0961 0.1616 0.291
H 3.266 -1.563 0.472 0.3128 -0.2086 0.0908 0.248
C 1.597 0.671 8.768 -0.5167 1.7047 0.5631 -0.733
O 2.401 1.669 9.440 0.1966 -1.3313 -0.2512 -0.325
C 2.657 2.776 8.628 0.8873 0.8060 -0.0273 -0.261
C 3.577 3.724 9.405 -0.1411 0.5232 0.4087 -0.788
N 3.646 5.096 8.888 -0.3815 -0.7499 -1.0959 -0.250
C 2.361 5.804 8.915 0.9685 1.4472 0.6510 -0.435
C 2.527 7.329 8.588 0.1507 -0.2615 -0.2872 -0.737
O 3.127 8.068 9.642 0.1603 0.9263 0.3280 -0.324
C 3.189 9.517 9.438 0.1282 -1.3502 -0.0205 -0.732
H 1.411 -0.181 9.422 0.5322 0.0465 -0.1027 0.266
H 1.955 0.423 7.768 0.3554 -0.2538 0.1522 0.292
H 0.642 1.183 8.651 -0.4668 -0.3142 -0.3573 0.297
H 1.735 3.235 8.270 -0.1972 0.1114 0.0859 0.310
H 3.291 2.561 7.768 -0.3998 -0.6409 -0.5642 0.231
H 4.568 3.274 9.347 0.1156 0.1663 0.1071 0.327
H 3.299 3.735 10.459 -0.2907 -0.1827 0.3003 0.378
H 4.399 5.591 9.344 -0.2994 0.2369 0.0933 0.224
H 1.939 5.708 9.916 -0.4063 0.1865 0.2807 0.338
H 1.635 5.375 8.225 0.2671 0.0289 -0.1982 0.309
H 1.579 7.787 8.306 -0.4468 -0.1590 0.2349 0.416
H 3.153 7.456 7.705 0.2128 -0.3137 -0.2970 0.356
H 2.197 9.967 9.466 -0.1105 -0.0716 0.0996 0.292
H 3.666 9.795 8.498 -0.0349 -0.3034 -0.3327 0.302
H 3.830 9.939 10.211 -0.2661 -0.2559 0.2090 0.251
C -7.076 -7.572 6.279 -0.0076 0.6140 0.3416 -0.637
O -5.836 -7.051 6.600 1.8752 0.6904 -0.6598 -0.354
C -4.815 -7.168 5.575 -1.1855 0.4328 0.9581 -0.467
C -4.861 -6.033 4.510 0.9713 0.2095 0.7970 -0.460
N -3.688 -6.169 3.627 -0.9049 -0.2002 -0.2960 -0.319
C -3.448 -4.986 2.789 0.3297 0.3995 0.6012 -0.899
C -4.464 -4.597 1.725 -0.1893 -1.1495 -0.0551 -0.315
O -4.586 -5.666 0.762 1.6174 0.0782 1.3583 -0.319
C -5.242 -5.385 -0.415 -1.5913 0.0650 -0.1000 -0.713
H -7.606 -7.262 7.180 -0.9113 -0.6244 -0.3352 0.222
H -7.014 -8.650 6.127 -0.3120 -0.2230 0.0823 0.274
H -7.477 -7.083 5.392 -0.3843 -0.0782 -0.1150 0.284
H -4.957 -8.162 5.151 0.3039 -0.0918 -0.4966 0.314
H -3.918 -7.170 6.194 0.3456 0.2388 -0.6766 0.289
H -4.746 -5.054 4.974 -0.1241 -0.0746 0.5301 0.306
H -5.811 -5.975 3.980 -0.2413 -0.3861 -0.0881 0.232
H -3.954 -6.972 3.076 0.6689 -0.1229 -0.7033 0.296
H -2.423 -4.944 2.421 -0.0316 -0.7540 -0.4922 0.359
H -3.387 -4.152 3.488 -0.3993 0.2631 0.1938 0.402
H -4.176 -3.645 1.280 0.1184 -0.0050 -0.3452 0.428
H -5.419 -4.445 2.230 -0.3765 0.0557 -0.1175 0.265
H -5.043 -6.110 -1.204 0.8971 0.1940 0.0298 0.240
H -5.107 -4.344 -0.709 0.1101 -0.0308 -0.4182 0.297
H -6.303 -5.579 -0.255 -0.5747 0.5079 0.0065 0.273
C 16.197 -13.323 9.858 0.1285 0.0088 -0.0361 -0.719
O 14.849 -12.902 9.922 -0.3288 0.0506 0.5970 -0.338
C 14.156 -12.878 8.666 1.6617 -0.8196 0.1509 -0.658
C 12.668 -12.594 8.824 0.0987 0.5322 -0.0314 -0.387
N 11.939 -12.964 7.605 -0.6608 0.4254 0.6598 -0.338
C 10.468 -12.961 7.772 -0.6417 1.0677 -1.4125 -0.710
C 9.785 -11.582 7.480 0.9104 -0.0208 0.9299 -0.552
O 9.994 -11.108 6.149 -0.2705 -0.6984 0.3371 -0.333
C 9.697 -9.753 5.885 -0.4277 0.4617 0.3865 -0.780
H 16.686 -12.960 8.954 -0.0453 -0.2745 -0.3697 0.298
H 16.305 -14.399 9.996 -0.2460 -0.3010 -0.6141 0.273
H 16.834 -12.946 10.659 -0.6323 0.6133 0.3793 0.264
H 14.372 -13.781 8.096 -0.6565 -0.8180 0.3481 0.421
H 14.755 -12.208 8.049 -0.6896 1.0903 -0.2679 0.338
H 12.571 -11.535 9.065 -0.0826 0.3777 -0.0200 0.210
H 12.183 -13.073 9.674 0.5653 -0.5653 0.0294 0.353
H 12.069 -12.192 6.966 0.3672 -0.1066 -0.5823 0.260
H 10.076 -13.225 8.755 0.5653 -0.2746 0.1773 0.364
H 10.054 -13.659 7.046 -0.0284 -0.2225 0.0662 0.326
H 10.189 -10.890 8.219 0.5424 0.5161 -0.0844 0.359
H 8.758 -11.642 7.841 -0.6225 -0.1381 -0.8643 0.463
H 8.802 -9.378 6.381 -0.2932 -0.3708 0.3631 0.322
H 9.481 -9.589 4.829 0.4014 -0.4205 -0.0965 0.260
H 10.485 -9.072 6.206 0.3857 -0.1121 -0.0463 0.305
C 6.000 -0.843 -5.446 0.2930 -0.1714 -1.0898 -1.398
C 4.518 -0.544 -5.171 1.0711 -2.0490 1.4691 0.408
C 3.731 -1.860 -4.908 -0.6712 0.2290 0.3014 -0.803
O 4.200 -2.701 -3.845 0.2397 0.0825 -0.1068 -0.293
C 3.351 -3.830 -3.554 0.9390 0.4014 -0.8755 -0.759
N 4.426 0.409 -4.043 -0.2957 0.2045 -1.1115 -0.661
H 6.541 -1.357 -4.651 -0.4106 0.0762 0.3104 0.318
H 6.572 0.048 -5.705 -0.1367 0.3516 0.2706 0.417
H 6.146 -1.461 -6.332 -0.2586 -0.3055 -0.1100 0.370
H 4.050 -0.077 -6.037 -0.0478 -0.0632 -0.0010 0.285
H 3.642 -2.437 -5.828 0.2638 -0.1412 -0.2461 0.395
H 2.721 -1.527 -4.669 -0.3454 -0.0121 0.1556 0.323
H 3.303 -4.521 -4.396 -0.5036 0.3694 -0.7128 0.328
H 2.364 -3.478 -3.252 -0.0247 -0.3050 0.2013 0.278
H 3.857 -4.506 -2.864 -0.0722 0.7631 0.7736 0.262
H 4.883 1.167 -4.530 -0.1235 1.0665 0.6183 0.265
H 5.094 0.178 -3.322 0.0400 -0.4776 0.2003 0.271
C -7.343 1.500 -15.421 -0.5014 0.8320 0.3844 -1.375
C -7.559 2.541 -14.283 0.1590 0.4832 -1.0583 0.633
C -6.179 3.063 -13.792 -0.5196 0.8641 1.3977 -0.756
O -6.334 3.708 -12.492 0.5017 -1.3562 0.8706 -0.260
C -5.092 3.909 -11.763 -0.9420 1.0293 -0.7223 -0.749
N -8.446 3.595 -14.833 0.8644 0.4402 0.2209 -0.709
H -8.310 1.350 -15.903 -0.1159 -0.4906 0.2003 0.383
H -6.921 0.560 -15.067 -0.0504 0.0811 -0.0736 0.354
H -6.750 1.923 -16.231 0.3950 0.0472 0.2284 0.350
H -8.036 2.100 -13.408 0.1635 -0.4273 0.0916 0.174
H -5.696 3.872 -14.339 -0.1721 -0.4572 -1.1088 0.375
H -5.518 2.203 -13.687 0.1482 -0.0918 -0.0591 0.323
H -4.440 3.090 -11.459 -0.4626 -0.8412 -0.6304 0.300
H -5.349 4.385 -10.817 -0.2185 0.2407 -0.2173 0.240
H -4.513 4.596 -12.381 0.4161 0.1557 0.2180 0.310
H -8.795 4.234 -14.134 0.1291 -0.0554 0.1164 0.214
H -9.226 3.295 -15.401 0.1797 -0.4489 0.1622 0.194
C -8.100 -2.889 -11.174 -0.4901 2.4699 -0.1205 -1.370
C -9.356 -3.669 -10.904 0.7642 -1.2068 0.0245 0.511
C -10.662 -3.215 -11.616 0.6333 -0.6316 0.5614 -0.671
O -11.021 -1.884 -11.368 -0.0049 0.8126 -0.4920 -0.279
C -12.015 -1.362 -12.290 0.9376 -0.5060 1.0499 -0.698
N -9.031 -5.046 -11.355 -1.2733 -0.6459 -0.1889 -0.705
H -7.235 -3.149 -10.564 -0.0677 -0.6264 -0.3169 0.377
H -8.223 -1.827 -10.963 -0.2576 0.2969 0.2888 0.334
H -7.921 -2.859 -12.249 0.4653 -0.5221 -0.0466 0.307
H -9.520 -3.796 -9.834 -0.2006 0.4838 0.1151 0.174
H -11.463 -3.863 -11.261 -0.0972 -0.3344 -0.1073 0.341
H -10.494 -3.423 -12.673 -0.1506 0.2224 -0.4531 0.337
H -12.977 -1.833 -12.087 -0.1098 -0.1191 -0.2442 0.294
H -11.672 -1.533 -13.311 -0.2060 0.0080 -0.1379 0.316
H -12.103 -0.294 -12.090 0.1042 -0.1022 -0.0311 0.221
H -9.103 -5.136 -12.358 -0.0614 0.1054 -0.1881 0.259
H -8.095 -5.346 -11.124 0.0173 0.3069 0.2863 0.250
C -12.441 5.950 -9.005 -0.2449 0.4565 -0.6719 -1.391
C -11.268 5.891 -10.018 -0.9359 0.6128 0.9794 0.425
C -10.628 7.294 -10.230 -0.2593 -1.2288 0.3873 -0.550
O -11.546 8.049 -10.954 -0.2404 1.9613 -0.5305 -0.321
C -11.133 9.424 -11.216 -0.5276 -0.8222 -0.1272 -0.753
N -10.336 4.887 -9.512 0.4327 0.6390 -0.2474 -0.667
H -12.971 4.997 -9.016 0.0846 -0.1175 0.2046 0.342
H -13.180 6.701 -9.283 0.0028 0.0589 -0.3119 0.341
H -12.162 6.211 -7.984 0.4690 -0.2813 -0.0554 0.334
H -11.691 5.586 -10.975 -0.0478 0.1507 -0.2930 0.215
H -9.707 7.209 -10.806 0.4119 -0.0921 0.0557 0.371
H -10.433 7.731 -9.250 0.2480 0.1661 0.1610 0.305
H -10.140 9.483 -11.662 0.1425 -0.2466 -0.0114 0.305
H -11.160 10.095 -10.357 0.0623 -0.3979 0.5088 0.301
H -11.845 9.855 -11.920 -0.0310 -0.3342 -0.0999 0.257
H -10.724 3.978 -9.720 0.1005 -0.1925 0.0808 0.264
H -9.486 4.983 -10.049 0.3541 -0.3565 -0.0414 0.223
C -10.218 2.268 5.573 1.0420 1.1608 0.0176 -1.366
C -10.135 1.569 4.234 -0.0138 0.5139 0.8702 0.529
C -8.969 0.645 4.060 2.4454 0.8815 0.6129 -0.824
O -7.659 1.293 4.223 -0.8666 -1.2121 -0.1375 -0.395
C -7.363 2.237 3.221 -0.3451 0.5124 1.1448 -0.662
N -11.365 0.851 4.095 -0.4689 -0.2392 -0.6489 -0.708
H -10.386 1.703 6.490 -0.4909 -0.5871 -0.3759 0.389
H -10.974 3.038 5.419 -0.0814 -0.0041 0.5771 0.354
H -9.267 2.752 5.795 0.0793 0.3211 -0.1813 0.323
H -10.107 2.367 3.491 0.1038 -0.0132 -0.2528 0.277
H -8.947 0.196 3.067 -0.3403 -0.3610 -0.0691 0.448
H -8.930 -0.083 4.870 -0.3586 -0.3440 -0.2481 0.302
H -6.278 2.337 3.180 -0.0777 -0.1100 -0.3397 0.239
H -7.771 3.166 3.619 0.0554 0.5849 -0.6162 0.220
H -7.831 2.008 2.263 0.2123 -0.1097 -0.1964 0.316
H -11.465 0.298 4.934 -0.2823 -0.4615 -0.1398 0.295
H -11.240 0.260 3.286 -0.6122 -0.5348 -0.0228 0.262
C -11.985 1.785 -2.853 1.4969 -0.2029 0.3382 -1.353
C -10.618 1.198 -3.343 -1.5886 -0.2944 -0.1583 0.493
C -10.831 0.062 -4.333 -1.3136 -1.3523 0.0122 -0.789
O -11.582 -1.023 -3.755 -0.3490 -0.4289 -0.5073 -0.337
C -11.931 -2.115 -4.674 0.8432 1.0378 1.3194 -0.699
N -9.861 2.223 -4.026 0.6806 0.0759 -0.1098 -0.770
H -12.713 1.944 -3.649 0.0123 -0.3002 -0.0036 0.276
H -11.741 2.759 -2.428 -0.1254 0.0629 0.0541 0.412
H -12.345 1.152 -2.042 -0.4485 0.0063 -0.2901 0.305
H -10.072 0.833 -2.473 0.1153 0.1105 0.0110 0.379
H -9.920 -0.315 -4.798 0.4893 -0.0299 0.2669 0.390
H -11.433 0.441 -5.159 -0.1327 0.3674 -0.2927 0.324
H -11.027 -2.715 -4.778 -0.0026 -0.0875 -0.5707 0.287
H -12.336 -1.751 -5.618 0.1868 0.0833 -0.0911 0.295
H -12.674 -2.750 -4.191 -0.0368 0.2999 0.1554 0.239
H -10.225 2.284 -4.966 -0.3939 0.4663 -0.2763 0.272
H -8.953 1.817 -4.206 0.5709 0.1938 0.1398 0.278
C 7.209 4.666 1.976 1.2723 0.4019 -1.8648 -1.537
C 7.040 4.304 3.391 -1.6996 -0.4942 -0.1324 0.692
C 8.242 4.318 4.311 0.0726 -0.0658 -0.2599 -0.747
O 9.339 3.555 3.810 -1.2922 0.3407 -0.8515 -0.333
C 10.496 4.000 4.390 1.6744 -0.2429 1.3693 -0.777
N 5.937 5.165 3.872 0.5409 -0.6132 1.0602 -0.720
H 6.267 4.679 1.428 -0.1943 0.1297 0.4194 0.390
H 7.817 3.958 1.413 0.3506 -0.0100 0.2047 0.346
H 7.674 5.647 1.875 0.0580 0.2028 -0.1501 0.332
H 6.581 3.319 3.305 0.2041 -0.4102 0.6999 0.203
H 8.002 3.966 5.315 -0.3614 -0.4571 0.1444 0.385
H 8.502 5.357 4.513 0.4482 0.3917 -0.4810 0.385
H 10.923 4.930 4.014 -0.4717 0.4060 -0.2192 0.306
H 11.320 3.290 4.323 -0.2673 -0.4403 -0.4394 0.267
H 10.329 4.080 5.465 0.1608 0.3996 0.3514 0.313
H 6.258 6.116 3.978 0.2164 0.4194 -0.3214 0.270
H 5.840 4.872 4.834 -0.7374 0.0463 0.4817 0.223
C -1.257 8.849 0.838 -0.7134 -0.8656 -1.0225 -1.341
C 0.195 8.536 1.192 -1.2324 1.0233 -1.2381 0.644
C 0.710 9.710 1.956 1.5228 0.8477 1.5626 -0.751
O 0.709 10.955 1.283 -0.7677 -0.7064 -0.7563 -0.309
C 1.396 11.999 1.926 -0.2291 -0.0788 -0.6265 -0.726
N 0.237 7.306 1.939 0.3409 -0.4190 0.8743 -0.763
H -1.739 7.944 0.467 -0.0418 -0.3578 0.1620 0.382
H -1.409 9.511 -0.014 0.4496 0.4915 0.2815 0.330
H -1.865 9.179 1.680 0.2988 0.1179 0.1330 0.307
H 0.796 8.433 0.289 -0.0156 0.3009 -0.3981 0.218
H 1.743 9.504 2.238 0.4525 -0.1653 0.2171 0.339
H 0.174 9.874 2.890 -0.3378 -0.4408 0.2529 0.332
H 2.470 11.830 1.851 0.2187 0.1788 0.0667 0.292
H 1.131 12.169 2.970 -0.2191 -0.2900 0.2047 0.307
H 1.082 12.872 1.354 0.4131 0.1946 0.1560 0.241
H 0.053 6.526 1.324 -0.4190 -0.0072 -0.1752 0.255
H 1.180 7.112 2.246 0.2900 0.1608 0.3071 0.243
C 10.980 -4.345 -0.105 1.8915 1.2584 -0.0883 -1.342
C 10.968 -5.105 -1.455 1.2581 0.3924 2.5797 0.560
C 12.172 -6.079 -1.593 -1.4203 -0.3150 -1.2154 -0.806
O 13.405 -5.480 -1.820 -0.2696 1.9273 0.1256 -0.325
C 14.521 -6.227 -1.524 0.5471 -0.7485 0.9907 -0.749
N 9.740 -5.824 -1.317 -0.9189 -0.9660 -1.1151 -0.708
H 10.928 -4.891 0.838 -0.4968 -0.8828 -0.5183 0.342
H 10.254 -3.535 -0.030 -0.1896 -0.0689 -0.2964 0.342
H 11.957 -3.878 0.019 0.1667 0.4791 -0.2320 0.347
H 10.967 -4.425 -2.307 0.2694 0.2730 0.0039 0.254
H 11.940 -6.583 -2.531 -0.2205 -0.7772 -0.1532 0.271
H 12.163 -6.828 -0.802 0.1523 0.1236 0.3549 0.412
H 15.416 -5.605 -1.485 -0.1682 0.1923 -0.4428 0.262
H 14.672 -7.074 -2.193 0.0435 -0.0610 -0.3022 0.291
H 14.433 -6.628 -0.514 -0.0145 -0.3014 0.2665 0.336
H 9.559 -6.352 -2.160 -0.1208 -0.4334 -0.2781 0.242
H 9.040 -5.097 -1.347 -0.5132 -0.0902 0.3203 0.271
C 6.583 -1.623 14.334 -0.2695 -0.2580 -0.6507 -1.354
C 6.880 -2.981 13.679 0.3104 1.6412 0.2571 0.538
C 7.797 -2.832 12.436 -0.2670 -0.4140 0.3241 -0.750
O 7.914 -4.061 11.749 -0.3759 -0.8628 0.1090 -0.348
C 6.763 -4.393 10.982 0.2400 0.4238 -0.9200 -0.691
N 7.485 -3.818 14.705 0.8489 -0.7220 -0.5079 -0.711
H 5.744 -1.800 15.006 0.0892 0.4546 0.1355 0.349
H 6.333 -0.886 13.571 -0.3382 0.0552 0.0780 0.338
H 7.433 -1.211 14.878 0.0888 -0.2146 0.1116 0.339
H 5.914 -3.423 13.437 0.0969 -0.0657 -0.3833 0.197
H 8.792 -2.577 12.799 0.1739 -0.1066 0.0580 0.315
H 7.559 -2.067 11.697 -0.6500 0.3578 0.1802 0.381
H 6.845 -5.398 10.566 0.2713 -0.0690 0.4282 0.269
H 6.726 -3.736 10.113 0.0273 0.2570 -0.2440 0.290
H 5.779 -4.286 11.439 0.1991 -0.0802 0.6730 0.283
H 8.114 -4.408 14.179 -0.2249 -1.1946 -0.1444 0.276
H 8.210 -3.312 15.193 -0.2234 0.7998 0.4939 0.277
```
Forces are in eV/Å.

gap between HOMO and LUMO	0.32643	Ha
spin multiplicity	1